Below is C18H24Br36GaO3 as an isolated structure, with properties calculated with the ωB97M-V functional and the def2-TZVPD basis.

CARTESIAN COORDINATES (ANGSTROEM)
1 C 1.054134 3.331619 -2.302909
2 C 0.260613 4.499550 -2.515067
3 Ga -0.937203 6.107339 -3.169476
4 C -1.500225 5.708819 -5.161244
5 C -2.735278 6.184805 -2.084675
6 O -3.836150 5.680687 -2.923411
7 C -4.874064 6.698566 -3.153731
8 C 0.065959 7.914153 -3.209440
9 O 0.366901 8.481015 -1.867055
10 O 1.466036 7.943425 -1.416927
11 H 1.473258 2.222729 -2.444855
12 H -2.260934 4.818935 -5.152316
13 H -1.922858 6.682220 -5.685893
14 H -0.499196 5.316467 -5.672872
15 H -2.667112 5.467357 -1.136408
16 H -2.887669 7.268089 -1.666165
17 H -4.951439 7.522337 -2.319821
18 H -5.959480 6.205939 -3.216521
19 H -4.712271 7.240898 -4.192038
20 H 1.022458 7.866982 -3.898031
21 H -0.660946 8.706737 -3.727323
22 H 1.140288 7.211150 -0.782611
23 C -2.060641 3.137791 1.242448
24 Br -2.568456 4.852808 2.007440
25 Br -0.807422 3.345044 -0.230830
26 Br -1.390656 1.911504 2.595640
27 H -2.970224 2.690680 0.827991
28 C -4.160641 -0.062209 -1.168663
29 Br -4.668456 1.652808 -0.403671
30 Br -2.907422 0.145044 -2.641942
31 Br -3.490656 -1.288496 0.184529
32 H -5.070224 -0.509320 -1.583120
33 C 1.411362 -1.218880 1.500326
34 Br 0.018589 -0.961319 0.166828
35 Br 2.545745 0.351728 1.674752
36 Br 0.678719 -1.776576 3.213801
37 H 2.048186 -2.035250 1.143927
38 C 2.003105 -5.189056 -0.526774
39 Br 1.248014 -4.855693 -2.288329
40 Br 3.265474 -3.803529 -0.006389
41 Br 0.620145 -5.449710 0.816084
42 H 2.565863 -6.126094 -0.592255
43 C -7.760641 -1.234590 -3.851336
44 Br -8.268456 0.480426 -3.086345
45 Br -6.507422 -1.027338 -5.324615
46 Br -7.090656 -2.460878 -2.498144
47 H -8.670224 -1.681702 -4.265794
48 C 1.379875 4.856560 4.485177
49 Br 2.645769 3.389478 4.657083
50 Br 1.081491 5.340853 2.624938
51 Br -0.288888 4.485208 5.413140
52 H 1.830634 5.726696 4.973749
53 C -5.544237 -4.810173 -6.104444
54 Br -4.857179 -5.859675 -7.591343
55 Br -7.479487 -4.942522 -5.958315
56 Br -4.659541 -5.259601 -4.431388
57 H -5.310675 -3.761927 -6.318114
58 C 3.500618 -7.733390 -4.699269
59 Br 2.107845 -7.475829 -6.032767
60 Br 4.635001 -6.162781 -4.524843
61 Br 2.767975 -8.291085 -2.985794
62 H 4.137442 -8.549760 -5.055668
63 C 6.792361 -10.456486 -2.644329
64 Br 6.037270 -10.123123 -4.405884
65 Br 8.054730 -9.070959 -2.123944
66 Br 5.409401 -10.717140 -1.301471
67 H 7.355119 -11.393525 -2.709810
68 C 3.911851 0.452245 7.515940
69 Br 4.420464 2.130664 8.357719
70 Br 4.081264 0.533076 5.579752
71 Br 4.883681 -1.057022 8.265241
72 H 2.851621 0.291745 7.737701
73 C 0.230484 -1.683337 7.138293
74 Br -0.940027 -0.571021 6.053384
75 Br 0.784314 -0.776891 8.767921
76 Br -0.561726 -3.420633 7.509771
77 H 1.135836 -1.864077 6.549484
78 C 7.015242 -4.133425 10.350433
79 Br 8.448599 -5.101203 9.459782
80 Br 5.322920 -5.086680 10.243597
81 Br 7.477460 -3.682454 12.185309
82 H 6.884660 -3.188820 9.812200

Atomic forces in eV per Å
-5.0 6.2 -2.5
6.2 -8.8 1.1
-0.8 0.2 -0.7
0.7 -0.7 -0.4
0.8 -0.4 1.8
-1.4 2.5 0.6
-0.9 0.1 -0.6
-0.2 0.8 -1.3
-4.1 2.3 -3.3
3.3 -3.6 3.4
-1.1 3.1 0.6
1.2 1.8 -0.2
0.8 -2.2 0.9
-2.2 1.0 0.6
-0.3 1.5 -1.8
-0.1 -1.9 -0.8
0.4 -1.6 -1.4
2.4 0.7 0.2
-0.1 -1.0 2.0
-1.5 0.4 1.6
1.5 -1.5 1.2
0.9 1.2 -1.4
-0.1 -0.1 -0.2
0.0 -0.3 -0.1
-0.5 0.0 0.7
-0.1 0.1 0.0
0.6 0.3 0.5
-0.2 -0.1 -0.2
-0.2 -0.6 -0.5
-0.3 0.0 0.5
-0.3 0.3 -0.3
0.4 0.2 0.2
0.2 -0.1 -0.3
0.5 -0.1 0.4
-0.3 -0.3 0.0
0.1 0.2 -0.5
-0.4 0.5 0.3
0.0 -0.2 -0.1
0.2 0.0 0.5
-0.1 -0.5 -0.3
0.3 0.2 -0.3
-0.2 0.4 0.0
-0.3 -0.1 -0.1
0.3 -0.5 -0.2
-0.2 0.0 0.4
-0.1 0.3 -0.3
0.4 0.2 0.2
0.1 0.4 -0.1
-0.5 0.4 0.0
0.1 -0.3 0.5
0.4 0.0 -0.2
-0.2 -0.4 -0.2
0.1 0.2 0.0
-0.2 0.2 0.4
0.5 0.0 0.0
-0.3 0.1 -0.5
-0.1 -0.5 0.1
0.1 0.0 -0.1
0.3 0.0 0.4
-0.3 -0.4 0.0
0.2 0.1 -0.4
-0.4 0.5 0.2
0.1 -0.2 0.2
0.3 -0.2 0.4
-0.4 -0.3 -0.2
0.4 0.1 -0.4
-0.3 0.4 0.0
-0.1 0.2 -0.1
-0.1 -0.5 -0.2
0.1 -0.3 0.5
-0.2 0.3 -0.2
0.6 0.1 -0.1
0.1 0.0 -0.3
0.2 -0.2 0.5
-0.3 -0.3 -0.2
0.2 0.5 0.0
-0.4 0.1 0.2
-0.1 0.2 -0.1
-0.4 0.2 0.3
0.5 0.2 0.0
-0.1 -0.2 -0.5
0.1 -0.4 0.2

Properties
**Net charge**: -1
**HOMO energy**: -4.7 eV

Atomic partial charges in e from the Mulliken method, atoms 1 to 8:
1 C -0.551
2 C 0.029
3 Ga -0.244
4 C -0.802
5 C -0.043
6 O -0.268
7 C -0.619
8 C -0.192

***

Below is C5H9O4Rb as an isolated structure, with properties calculated with the ωB97M-V functional and the def2-TZVPD basis.

CARTESIAN COORDINATES (ANGSTROEM)
1 C -3.485699 1.885873 0.050384
2 C -2.056494 1.295172 -0.006004
3 O -1.977186 0.313948 0.937042
4 H -3.547393 2.665751 -0.719734
5 H -4.230837 1.110008 -0.162471
6 H -3.682397 2.325229 1.035695
7 H -1.348724 2.114507 0.221864
8 H -1.873191 0.908028 -1.024918
9 H 0.575711 -1.417139 1.476347
10 O 2.201062 -0.307578 0.811133
11 C 2.390261 -0.393657 -0.493119
12 C 1.678418 -1.554734 1.308388
13 O 2.463913 0.573166 -1.219909
14 O 2.278158 -1.634109 -0.929807
15 C 2.029061 -2.524762 0.177873
16 Rb 2.248439 2.710163 -3.985540
17 H 2.175272 -1.781505 2.254955
18 H 1.212710 -3.197616 -0.095731
19 H 2.948909 -3.090746 0.363551

Atomic forces in eV per Å
0.5 0.4 -0.6
-2.2 0.5 0.3
1.1 -0.4 0.1
-0.3 0.0 0.2
0.2 0.2 0.1
0.1 -0.1 -0.3
0.3 -0.5 0.0
0.5 0.0 0.3
1.0 -0.2 -0.2
0.2 0.1 0.7
-1.3 1.1 -0.7
-0.7 0.1 0.3
0.6 -0.2 0.0
0.1 -0.7 -0.3
0.1 -0.1 0.1
0.1 -0.3 0.3
-0.1 0.0 -0.2
0.2 0.1 0.0
-0.3 0.1 0.0

Properties
**Energy above the lowest of the compared OMol25 structures with the same formula, charge and spin**: 0.000 eV
**Net charge**: +1
**HOMO energy (spin up / spin down)**: -12.8 / -12.3 eV
**Multiplicity**: 2

Atomic partial charges in e from the Mulliken method, atoms 1 to 8:
1 C -1.063
2 C -0.058
3 O -0.317
4 H 0.338
5 H 0.306
6 H 0.295
7 H 0.261
8 H 0.242

***

Below is C28H42Br2N5O2Ti as an isolated structure, with properties calculated with the ωB97M-V functional and the def2-TZVPD basis.

CARTESIAN COORDINATES (ANGSTROEM)
1 Ti 0.219118 0.064764 0.280587
2 C 2.781803 0.854273 0.352435
3 C 2.921085 -0.512884 0.065196
4 C 2.216478 -1.248172 1.026677
5 C 1.630333 -0.330841 1.943206
6 C 1.988952 0.985492 1.514329
7 C 2.020670 2.171392 2.436388
8 C 1.186787 -0.672417 3.339986
9 C 2.276901 -2.736447 1.185043
10 C 3.820152 -1.084183 -0.981077
11 C 3.607019 1.933925 -0.278439
12 H 1.171897 2.197647 3.120382
13 H 2.057790 3.124224 1.900575
14 H 2.920507 2.120108 3.055713
15 H 2.054997 -0.771274 3.997637
16 H 0.641618 -1.617828 3.382551
17 H 0.547295 0.102171 3.768386
18 H 3.284441 -3.028586 1.490347
19 H 2.060654 -3.271357 0.252301
20 H 1.592040 -3.097576 1.951717
21 H 4.860920 -1.000070 -0.656114
22 H 3.743971 -0.551268 -1.935923
23 H 3.624507 -2.147522 -1.148726
24 H 4.638351 1.837262 0.073514
25 H 3.275937 2.934948 -0.007280
26 H 3.640323 1.865922 -1.368898
27 Br -4.121577 3.384480 4.089485
28 C -2.830564 2.503210 3.087824
29 C -1.837123 3.211786 2.451365
30 C -0.932069 2.505554 1.693858
31 N -0.959134 1.179891 1.539155
32 C -1.887842 0.501613 2.221624
33 C -2.845748 1.122412 2.984897
34 C -1.814030 -0.972537 2.062282
35 C -2.577163 -1.837206 2.801683
36 C -2.467014 -3.197206 2.566139
37 Br -3.474176 -4.404937 3.555666
38 C -1.604134 -3.641482 1.594101
39 C -0.865399 -2.702422 0.905738
40 N -0.945556 -1.388162 1.132490
41 H -1.765767 4.287733 2.544431
42 H -0.130095 3.014253 1.194705
43 H -3.607308 0.545853 3.497434
44 H -3.248073 -1.468640 3.567670
45 H -1.500664 -4.695036 1.372395
46 H -0.184830 -3.014145 0.138136
47 C -3.514022 -0.406430 -0.402731
48 N -2.395720 0.171812 -1.157676
49 C -2.409246 -0.408966 -2.505186
50 C -2.582264 1.607273 -1.233428
51 C -1.474045 2.332663 -1.949419
52 N -0.087621 2.064920 -1.452428
53 C 0.725995 1.534137 -2.578847
54 C 0.517127 3.376006 -1.111535
55 H -4.458475 -0.305627 -0.951238
56 H -3.633870 0.105796 0.550871
57 H -3.331133 -1.466434 -0.221588
58 H -3.308185 -0.098872 -3.055040
59 H -2.407457 -1.492553 -2.430179
60 H -1.537899 -0.097214 -3.082895
61 H -2.659723 1.976937 -0.211124
62 H -3.522665 1.876494 -1.737479
63 H -1.708333 3.387147 -1.818533
64 H -1.504235 2.153873 -3.025884
65 H 0.831625 2.291378 -3.357436
66 H 0.242869 0.668695 -3.004623
67 H 1.713292 1.248278 -2.229472
68 H 0.664725 3.974416 -2.012979
69 H 1.483738 3.229651 -0.634477
70 H -0.132789 3.942687 -0.451020
71 N 0.936535 -3.134822 -4.289761
72 C 1.397216 -2.009795 -3.417686
73 C 0.472057 -2.021073 -2.188373
74 O -0.321323 -2.989960 -2.147723
75 O 0.659628 -1.114303 -1.345306
76 H 1.659093 -3.808269 -4.509258
77 H 0.503374 -2.834364 -5.151441
78 H 0.218902 -3.557433 -3.622212
79 H 1.363449 -1.058228 -3.932031
80 H 2.413082 -2.194538 -3.093455

Atomic forces in eV per Å
2.4 0.7 -2.2
-0.2 0.3 -0.1
-0.1 0.0 -0.1
-0.3 -0.1 0.3
0.4 0.0 0.8
0.2 0.1 0.6
-0.1 0.1 -0.1
-0.1 0.0 -0.1
-0.1 0.0 -0.1
-0.2 0.0 -0.2
0.0 0.0 -0.1
0.0 0.0 0.0
0.0 -0.1 0.0
0.0 0.0 0.0
0.0 0.0 0.0
0.0 0.0 0.0
0.0 0.0 0.0
0.0 0.0 0.0
0.0 0.1 0.1
0.0 0.0 0.0
0.0 0.0 0.0
0.0 0.0 0.1
0.0 0.1 0.0
0.0 0.0 0.0
0.1 -0.1 0.0
0.0 0.0 0.1
-0.2 0.1 0.1
-0.3 -0.1 0.2
0.3 0.3 -0.1
0.2 0.2 -0.1
-0.7 0.7 0.8
0.0 -0.6 0.1
-0.4 -0.1 0.4
-0.1 0.5 0.2
-0.4 0.1 0.4
-0.2 0.0 0.3
-0.1 -0.1 0.1
0.2 -0.2 -0.3
0.1 -0.1 -0.1
-0.6 -1.0 0.4
0.0 -0.1 0.0
0.1 0.0 0.0
0.1 0.1 -0.1
0.1 -0.1 -0.1
0.0 0.1 0.0
0.1 0.0 -0.1
0.0 -0.1 -0.1
0.1 -0.3 0.1
0.0 -0.1 0.0
0.0 0.1 0.2
0.2 0.2 -0.1
0.1 -0.1 -0.2
-0.1 0.3 0.2
0.1 -0.2 0.1
0.0 0.0 0.0
0.0 0.0 -0.1
0.0 0.0 0.0
0.0 0.0 0.0
0.0 -0.1 0.0
-0.1 0.0 0.1
0.0 0.1 0.0
-0.1 -0.1 0.0
0.1 0.2 -0.1
-0.1 -0.1 0.0
0.0 0.1 -0.1
0.0 -0.2 0.0
0.1 0.0 0.1
0.0 0.0 -0.1
-0.1 0.0 0.0
0.0 0.0 0.0
0.0 0.1 0.6
0.1 0.0 0.0
-0.4 -0.8 0.2
0.4 0.7 0.0
-0.5 -0.4 -1.1
0.2 -0.1 -0.1
-0.2 0.1 -0.3
-0.2 -0.1 -0.2
0.0 0.1 -0.2
0.2 0.0 0.0

Properties
**Energy above the lowest of the compared OMol25 structures with the same formula, charge and spin**: 0.346 eV
**Net charge**: +2
**HOMO energy (spin up / spin down)**: -13.1 / -13.1 eV
**Multiplicity**: 2

Atomic partial charges in e from the Mulliken method, atoms 1 to 8:
1 Ti -0.029
2 C 0.377
3 C 0.974
4 C 1.343
5 C 0.386
6 C 0.438
7 C -1.451
8 C -1.556

***

Below is C17H16BrClHo as an isolated structure, with properties calculated with the ωB97M-V functional and the def2-TZVPD basis.

CARTESIAN COORDINATES (ANGSTROEM)
1 C -2.752864 2.423898 -0.071987
2 C -1.826871 2.878412 0.913769
3 C -0.538872 2.965619 0.299024
4 H -2.072434 3.199208 1.924370
5 C -0.675950 2.584971 -1.072936
6 C -2.041642 2.240665 -1.297763
7 H -2.466578 1.935769 -2.259244
8 H -3.827337 2.319646 0.078028
9 H 0.370864 3.325424 0.776308
10 H 0.105248 2.607520 -1.833140
11 Ho -1.169319 0.466398 0.349886
12 Br -0.875591 0.495293 2.916145
13 C -2.017725 -2.122338 -0.136929
14 C -2.434008 -1.419618 -1.314388
15 C -3.431619 -0.474897 -0.926441
16 H -2.140148 -1.655268 -2.338799
17 C -3.633146 -0.578782 0.482844
18 C -2.758560 -1.601940 0.973389
19 H -2.729598 -1.976568 1.995389
20 H -1.313747 -2.952384 -0.101722
21 H -3.997101 0.162735 -1.611316
22 H -4.376320 -0.034876 1.073808
23 Cl 2.380495 -2.290685 -2.258074
24 C 3.131208 -1.719614 -0.835152
25 C 4.442101 -2.099065 -0.582164
26 C 5.101236 -1.639931 0.561548
27 C 4.434525 -0.789075 1.441251
28 C 3.122809 -0.391066 1.194974
29 C 2.428881 -0.807892 0.019141
30 C 1.160038 -0.251074 -0.352217
31 H 4.963472 -2.720670 -1.309056
32 H 6.138665 -1.927431 0.734874
33 H 4.963660 -0.432773 2.321259
34 H 2.616713 0.264371 1.906402
35 H 1.156988 0.834896 -0.573783
36 H 0.562525 -0.818880 -1.087297

Atomic forces in eV per Å
0.4 0.9 0.0
0.0 0.7 -0.9
-0.5 0.4 -0.4
0.1 -0.4 -0.3
-0.6 0.4 0.3
0.2 0.6 0.1
0.2 0.1 0.5
0.4 -0.1 -0.1
-0.2 -0.3 -0.1
-0.2 -0.2 0.3
0.1 -2.0 -0.9
0.2 0.0 1.5
-0.6 0.5 0.3
-0.3 0.1 0.7
0.1 -0.6 0.2
0.1 0.2 0.4
0.3 -0.6 -0.3
-0.2 -0.2 -0.9
0.2 0.3 -0.3
-0.1 0.4 0.0
0.3 -0.2 0.4
0.4 -0.2 -0.3
-0.3 -0.4 -0.8
0.4 0.7 1.6
0.0 0.0 0.2
0.0 0.0 -0.3
-0.1 -0.1 -0.2
0.2 -0.2 -0.5
0.8 -0.1 -0.2
-1.9 0.6 0.2
-0.1 0.0 0.2
-0.3 0.1 0.0
-0.2 0.0 0.0
0.0 -0.2 -0.3
0.4 -0.5 0.0
0.6 0.3 -0.3

Properties
**Net charge**: -1
**HOMO energy (spin up / spin down)**: -3.7 / -3.7 eV
**Multiplicity**: 5

Atomic partial charges in e from the Mulliken method, atoms 1 to 8:
1 C -0.407
2 C -0.655
3 C -0.344
4 H 0.482
5 C -0.627
6 C -0.476
7 H 0.392
8 H 0.520

***

Below is one molecule with the formula C21H20F2N4O2S, with properties calculated with the ωB97M-V functional and the def2-TZVPD basis.

CARTESIAN COORDINATES (ANGSTROEM)
1 O 4.377959 1.428443 -0.837748
2 F -0.041823 -0.489857 2.640899
3 F 2.818824 -4.372859 3.035439
4 N 2.258036 -0.928174 0.985120
5 N 1.984753 3.723603 -3.658413
6 O -4.277189 -0.541841 -0.021323
7 S 4.191077 -1.707178 2.523903
8 C 3.382170 0.724470 -0.579934
9 C 2.521427 -1.693556 2.035570
10 C 4.564758 -0.565910 1.260102
11 C 3.424871 -0.271717 0.528665
12 C 0.643399 3.737425 -3.819924
13 C 2.478282 2.757762 -2.856149
14 C -0.599405 -3.799247 4.103325
15 C -0.782897 -2.475021 3.720954
16 C 0.609833 -4.411466 3.850356
17 C -0.221679 2.854172 -3.201186
18 C 0.235130 -1.765465 3.036969
19 C 1.633648 -3.727062 3.200490
20 C 1.459059 -2.389414 2.789753
21 C 1.640554 1.815280 -2.182722
22 C 0.253364 1.841450 -2.394896
23 N 2.129260 0.881861 -1.213151
24 N -2.658380 1.037502 1.497357
25 C -1.825923 0.361542 -2.702182
26 C -2.928306 -0.439120 -2.008370
27 C -1.218301 1.459146 -0.467123
28 C -0.678853 0.820930 -1.768336
29 C -3.390844 0.290450 -0.741522
30 C -2.193085 0.504174 0.207948
31 H -4.347317 -0.144055 0.860256
32 H 5.516244 -0.077324 1.063649
33 H 0.208923 4.482905 -4.436413
34 H 3.567790 2.730881 -2.688743
35 H -1.344944 -4.403719 4.638719
36 H -1.696408 -1.893504 3.905675
37 H 0.845284 -5.446805 4.192515
38 H -1.278079 3.057317 -3.412356
39 H 1.429323 0.255886 -0.791852
40 H -3.069269 1.955741 1.394964
41 H -1.860927 1.081257 2.125606
42 H -1.335733 -0.282349 -3.476189
43 H -2.285761 1.185313 -3.227583
44 H -2.604864 -1.445221 -1.735238
45 H -3.809967 -0.512360 -2.657704
46 H -0.345074 1.677180 0.232326
47 H -1.751100 2.408009 -0.732778
48 H -0.129622 -0.110467 -1.559888
49 H -3.811755 1.270990 -1.041753
50 H -1.686462 -0.449997 0.382916

Atomic forces in eV per Å
-1.8 -1.5 0.3
0.6 -1.1 0.4
-0.7 0.7 -0.2
1.3 -0.1 0.5
-0.6 -1.0 0.3
-0.8 0.2 -0.5
0.0 0.9 -1.0
0.4 2.4 -1.4
0.0 1.2 -1.3
-1.2 0.2 -0.5
-0.4 -1.4 1.5
1.2 -0.5 0.9
-0.5 0.0 0.4
-0.1 0.1 0.2
0.0 1.3 -0.6
1.5 -1.1 0.0
-0.3 0.6 -0.7
-1.1 -1.2 0.8
-0.9 0.2 0.7
0.8 -0.1 -0.7
0.9 0.4 0.3
0.3 -0.7 -0.2
0.8 -1.0 1.0
0.0 -0.8 0.0
0.8 -0.8 -0.6
-0.4 0.6 0.5
0.9 -0.2 0.2
-0.4 0.5 0.0
1.1 -1.0 0.8
0.0 1.4 -0.4
0.1 -0.2 0.0
-0.1 -0.5 0.3
0.0 0.8 -0.6
-0.7 0.0 -0.1
0.1 0.7 -0.3
0.3 -0.6 0.0
-0.4 0.9 -0.4
0.3 -0.6 0.3
0.5 0.6 -0.4
0.2 0.2 0.0
-0.3 0.2 0.0
-0.5 0.5 0.4
0.0 0.4 -0.1
0.0 0.0 0.0
0.3 -0.2 0.0
-1.1 0.0 -0.8
0.5 -0.6 0.3
-0.1 0.3 0.3
-0.1 -0.2 0.3
-0.2 0.0 0.1

Properties
**Energy above the lowest of the compared OMol25 structures with the same formula, charge and spin**: 0.000 eV
**SMILES**: N[C@@H]1C[C@H](c2ccncc2NC(=O)c2csc(-c3c(F)cccc3F)n2)CC[C@H]1O
**HOMO energy**: -8.6 eV

Atomic partial charges in e from the Mulliken method, atoms 1 to 8:
1 O -0.700
2 F -0.271
3 F -0.282
4 N -0.437
5 N -0.651
6 O -0.609
7 S -0.119
8 C 0.301